# 1
C26H79N17O11 | ωB97M-V/def2-TZVPD

The geometry in XYZ format:
```
133
Properties=species:S:1:pos:R:3
C -4.926 -8.629 -0.723
O -5.484 -9.289 0.169
N -4.377 -9.146 -1.786
N -4.414 -7.473 -0.407
H -4.005 -8.443 -2.409
H -4.425 -10.139 -1.965
H -4.651 -7.043 0.476
H -3.718 -7.017 -0.980
C -5.406 -0.809 3.277
O -5.435 -1.963 3.537
N -6.069 -0.287 2.278
N -4.683 0.066 3.853
H -6.757 -0.890 1.850
H -6.073 0.714 2.144
H -3.881 -0.283 4.357
H -4.753 1.041 3.596
C 4.929 0.358 10.718
O 4.666 -0.768 11.109
N 4.127 1.088 9.952
N 5.921 1.094 11.137
H 4.394 2.053 9.823
H 3.279 0.654 9.617
H 6.142 1.933 10.619
H 6.600 0.688 11.765
C 1.478 -1.600 1.271
O 1.973 -1.798 0.188
N 1.999 -0.634 1.992
N 0.416 -2.206 1.733
H 1.504 -0.443 2.851
H 2.691 -0.015 1.594
H -0.005 -2.749 0.992
H 0.043 -2.160 2.670
C -0.038 -4.601 7.411
O -0.250 -3.410 7.293
N 1.028 -5.134 8.021
N -0.868 -5.505 6.945
H 1.095 -6.135 8.139
H 1.645 -4.544 8.562
H -1.625 -5.054 6.451
H -0.750 -6.492 7.124
C 6.222 -7.038 -4.191
O 5.986 -6.674 -5.342
N 6.885 -8.120 -3.986
N 5.887 -6.340 -3.127
H 6.883 -8.415 -3.020
H 6.872 -8.742 -4.782
H 6.347 -6.527 -2.248
H 5.363 -5.480 -3.199
C -8.161 6.728 8.010
C -7.317 6.161 6.943
C -5.729 6.045 7.168
O -4.889 6.052 6.010
C -3.514 5.780 6.287
N -7.867 4.859 6.791
H -8.006 6.246 8.975
H -9.234 6.732 7.814
H -7.986 7.790 8.183
H -7.448 6.746 6.033
H -5.531 5.175 7.793
H -5.481 6.946 7.729
H -2.796 6.167 5.564
H -3.332 4.752 6.599
H -3.258 6.335 7.190
H -8.855 5.038 6.895
H -7.932 4.621 5.812
C -2.398 -3.382 -6.110
C -1.971 -4.936 -5.990
C -1.194 -5.492 -7.230
O -1.440 -6.916 -7.174
C -0.658 -7.779 -7.889
N -1.232 -5.287 -4.866
H -2.922 -3.148 -5.183
H -3.082 -3.259 -6.949
H -1.537 -2.713 -6.086
H -2.859 -5.568 -5.989
H -0.167 -5.128 -7.195
H -1.537 -5.249 -8.236
H 0.345 -7.810 -7.464
H -0.652 -7.504 -8.944
H -0.965 -8.824 -7.865
H -0.727 -6.142 -5.046
H -0.409 -4.702 -4.853
C 8.550 0.761 3.927
C 9.242 2.091 3.512
C 8.242 3.171 3.165
O 7.419 2.727 2.028
C 6.827 3.726 1.291
N 10.142 2.547 4.548
H 9.206 0.023 4.390
H 8.006 0.232 3.144
H 7.701 1.002 4.566
H 9.843 1.856 2.634
H 8.849 3.991 2.781
H 7.678 3.597 3.995
H 7.501 4.406 0.769
H 6.183 4.333 1.926
H 6.281 3.136 0.555
H 9.517 3.001 5.199
H 10.721 3.221 4.067
C -2.865 4.661 -1.561
C -3.836 5.851 -1.735
C -4.237 6.004 -3.228
O -5.050 7.163 -3.569
C -4.260 8.315 -3.616
N -4.881 5.692 -0.748
H -1.995 4.740 -2.213
H -3.410 3.847 -2.039
H -2.550 4.440 -0.541
H -3.257 6.680 -1.328
H -4.763 5.099 -3.532
H -3.353 5.953 -3.865
H -4.969 9.143 -3.603
H -3.566 8.372 -4.455
H -3.575 8.357 -2.769
H -5.597 6.386 -0.908
H -4.333 6.082 0.005
C 1.412 -0.334 -10.867
C 1.356 1.050 -10.109
C 2.745 1.645 -9.671
O 3.497 0.761 -8.978
C 2.985 0.281 -7.756
N 0.489 1.875 -10.945
H 0.560 -1.002 -10.747
H 2.252 -0.848 -10.399
H 1.530 -0.284 -11.950
H 0.786 0.895 -9.193
H 2.598 2.523 -9.042
H 3.445 1.938 -10.454
H 3.643 -0.337 -7.144
H 2.148 -0.389 -7.954
H 2.679 1.023 -7.019
H 0.809 1.710 -11.888
H 0.611 2.858 -10.749
```

As for the HOMO-LUMO gap: 9.2 eV. The total energy is -2796.3988 a.u. Its total charge is 0. The SMILES is COC[C@H](C)N.COC[C@H](C)N.COC[C@H](C)N.COC[C@H](C)N.COC[C@H](C)N.NC(N)=O.NC(N)=O.NC(N)=O.NC(N)=O.NC(N)=O.NC(N)=O. The spin multiplicity is 1. The energy above the lowest of the compared OMol25 structures with the same formula, charge and spin comes out at 186.4 kcal per mole.

# 2
C2H17NO9 | ωB97M-V/def2-TZVPD

The geometry in XYZ format:
```
29
Properties=species:S:1:pos:R:3
O -2.547 1.459 0.270
C -2.538 0.665 1.188
N -1.373 0.296 1.818
C -0.041 0.782 1.291
O 0.220 1.792 0.635
H -3.552 0.224 1.367
H -1.284 -0.540 2.437
H 0.665 -0.153 1.337
H 2.545 -3.293 -1.707
H 1.925 -1.954 -1.707
O 1.737 -2.918 -1.531
H -1.747 -2.435 2.574
H -0.345 -2.310 2.185
O -0.890 -2.040 2.934
H 2.104 2.859 2.935
H 1.423 3.203 1.544
O 1.692 3.549 2.474
H 0.275 -2.971 0.027
H -1.149 -3.552 0.148
O -0.471 -3.189 0.597
H -0.331 3.166 -2.227
H -1.696 2.840 -2.714
O -0.737 2.866 -3.097
H 1.336 0.044 -1.776
H 2.901 0.386 -1.367
O 2.168 -0.255 -1.407
H 0.017 -0.278 -3.001
H -0.283 1.280 -2.832
O -0.025 0.474 -2.397
```

As for the HOMO-LUMO gap (spin up / spin down): 8.7 / 4.6 eV. The total energy is -817.9254 a.u. Its total charge is +1. The spin multiplicity is 2.

# 3
C28H61InO3P | ωB97M-V/def2-TZVPD

The geometry in XYZ format:
```
94
Properties=species:S:1:pos:R:3
C -7.102 5.356 -0.628
C -7.752 3.985 -0.475
C -6.771 2.839 -0.692
C -6.199 2.772 -2.119
C -6.186 1.375 -2.764
C -4.830 0.685 -2.667
C -4.342 0.485 -1.235
C -3.037 -0.306 -1.177
C -2.566 -0.749 0.219
C -2.875 0.188 1.401
C -1.723 0.337 2.393
C -1.531 -0.855 3.343
C -0.131 -1.452 3.250
C 0.984 -0.525 3.774
C 2.300 -0.604 2.978
In 2.899 1.090 1.680
C 5.055 1.517 1.931
C 1.903 3.032 2.215
C 0.396 3.194 2.252
O -0.211 2.975 0.969
C -0.747 4.140 0.386
C -1.002 3.901 -1.081
P 2.752 0.290 -0.745
C 3.730 1.498 -1.753
C 1.074 0.626 -1.448
H -6.890 5.590 -1.674
H -6.150 5.393 -0.088
H -7.740 6.151 -0.234
H -8.580 3.893 -1.189
H -8.196 3.902 0.522
H -7.264 1.889 -0.458
H -5.955 2.939 0.032
H -6.767 3.457 -2.760
H -5.171 3.150 -2.125
H -6.936 0.733 -2.280
H -6.482 1.441 -3.815
H -4.869 -0.292 -3.164
H -4.080 1.276 -3.211
H -5.122 -0.028 -0.654
H -4.206 1.461 -0.761
H -3.151 -1.194 -1.809
H -2.245 0.290 -1.644
H -2.976 -1.745 0.422
H -1.483 -0.880 0.178
H -3.758 -0.199 1.928
H -3.149 1.181 1.034
H -1.842 1.275 2.944
H -0.803 0.458 1.806
H -1.725 -0.550 4.379
H -2.269 -1.632 3.103
H 0.083 -1.673 2.195
H -0.091 -2.412 3.776
H 1.154 -0.781 4.829
H 0.585 0.498 3.791
H 3.155 -0.754 3.646
H 2.270 -1.497 2.341
H 5.277 2.553 1.652
H 5.377 1.363 2.966
H 5.652 0.861 1.288
H 2.318 3.793 1.534
H 2.276 3.291 3.218
H 0.075 4.187 2.612
H -0.049 2.458 2.938
H -1.682 4.430 0.901
H -0.046 4.977 0.535
H -0.073 3.705 -1.618
H -1.658 3.036 -1.214
H -1.491 4.774 -1.525
H 4.754 1.459 -1.368
H 3.744 1.190 -2.803
H 3.406 2.546 -1.710
H 0.672 1.624 -1.238
H 0.400 -0.102 -0.992
H 1.074 0.452 -2.529
C 2.707 -3.451 -1.296
C 3.620 -3.805 -0.147
O 3.447 -3.390 0.974
C 4.777 -4.724 -0.482
H 1.956 -2.739 -0.964
H 3.280 -2.993 -2.104
H 2.240 -4.365 -1.673
H 5.403 -4.256 -1.245
H 4.422 -5.671 -0.893
H 5.364 -4.914 0.414
C 8.261 -6.759 -0.523
C 7.311 -7.425 -1.491
O 6.142 -7.571 -1.233
C 7.904 -7.888 -2.802
H 7.727 -6.466 0.376
H 9.078 -7.439 -0.271
H 8.712 -5.881 -0.988
H 8.709 -8.602 -2.618
H 8.347 -7.041 -3.330
H 7.133 -8.345 -3.417
```

As for the HOMO-LUMO gap: 5.5 eV. The total energy is -1860.6197 a.u. Its total charge is -1. The spin multiplicity is 1. The energy above the lowest of the compared OMol25 structures with the same formula, charge and spin comes out at 0.0 kcal per mole.

# 4
C31H60BrFO9S | ωB97M-V/def2-TZVPD

The geometry in XYZ format:
```
103
Properties=species:S:1:pos:R:3
O 1.870 -1.923 -3.008
S 1.540 -2.624 -1.811
O 0.163 -2.934 -1.567
C 2.193 -1.798 -0.399
C 2.102 -2.663 0.871
C 2.107 -4.171 0.571
C 2.451 -5.007 1.816
C 3.910 -5.440 1.977
C 4.041 -6.528 3.049
Br 4.460 -8.274 2.261
C 2.968 -4.456 -0.642
F 4.191 -3.819 -0.517
O 2.368 -4.008 -1.842
H 1.616 -0.877 -0.334
H 3.229 -1.561 -0.633
H 2.908 -2.390 1.548
H 1.155 -2.446 1.363
H 1.095 -4.433 0.258
H 1.797 -5.880 1.859
H 2.194 -4.398 2.687
H 4.522 -4.591 2.284
H 4.322 -5.828 1.049
H 3.108 -6.697 3.576
H 4.846 -6.339 3.749
H 3.172 -5.515 -0.787
C 1.434 0.959 4.082
C -0.034 0.547 4.182
C 0.013 -0.877 3.659
O 1.301 -1.396 4.012
C 2.146 -0.334 4.460
H 1.702 1.795 4.726
H 1.675 1.231 3.051
H -0.359 0.562 5.225
H -0.706 1.172 3.598
H -0.091 -0.891 2.568
H -0.757 -1.521 4.085
H 2.279 -0.417 5.544
H 3.123 -0.437 3.984
C 4.849 -2.950 -4.647
C 5.687 -2.333 -5.766
C 5.949 -0.937 -5.215
O 6.006 -1.074 -3.795
C 5.520 -2.362 -3.413
H 4.853 -4.039 -4.647
H 3.815 -2.610 -4.710
H 6.627 -2.878 -5.882
H 5.185 -2.312 -6.732
H 5.136 -0.250 -5.476
H 6.889 -0.508 -5.564
H 6.367 -2.981 -3.094
H 4.841 -2.248 -2.568
C -3.159 1.790 -0.417
C -1.821 1.295 -0.962
C -0.938 1.398 0.274
O -1.788 1.167 1.399
C -3.159 1.205 0.987
H -4.017 1.468 -1.007
H -3.165 2.880 -0.362
H -1.901 0.256 -1.288
H -1.441 1.885 -1.794
H -0.497 2.396 0.362
H -0.131 0.661 0.287
H -3.560 0.186 0.999
H -3.721 1.811 1.699
C 1.139 -2.266 -6.258
C 0.306 -3.405 -6.844
C 0.279 -3.039 -8.322
O 1.513 -2.371 -8.591
C 2.164 -2.048 -7.361
H 1.590 -2.502 -5.297
H 0.521 -1.375 -6.131
H 0.817 -4.359 -6.698
H -0.691 -3.483 -6.412
H -0.550 -2.358 -8.546
H 0.199 -3.906 -8.979
H 3.024 -2.715 -7.233
H 2.528 -1.021 -7.414
C -3.204 6.504 2.773
C -1.803 5.919 2.933
C -1.924 4.618 2.149
O -2.868 4.869 1.103
C -3.542 6.107 1.342
H -3.251 7.580 2.933
H -3.896 6.027 3.471
H -1.064 6.575 2.469
H -1.512 5.757 3.969
H -2.300 3.805 2.779
H -0.982 4.297 1.702
H -3.179 6.852 0.626
H -4.611 5.964 1.178
C -8.252 5.473 3.314
C -8.413 4.897 4.719
C -7.092 5.294 5.365
O -6.700 6.525 4.753
C -7.509 6.771 3.600
H -9.196 5.636 2.795
H -7.636 4.810 2.702
H -9.246 5.382 5.231
H -8.582 3.821 4.735
H -6.318 4.542 5.179
H -7.172 5.448 6.441
H -8.203 7.586 3.827
H -6.865 7.083 2.776
```

As for the HOMO-LUMO gap: 9.7 eV. The total energy is -4966.3180 a.u. Its total charge is 0. The SMILES is O=S1(=O)CC[C@H](CCCBr)[C@H](F)O1.C1CCOC1.C1CCOC1.C1CCOC1.C1CCOC1.C1CCOC1.C1CCOC1. The spin multiplicity is 1.

# 5
C6H6OS | ωB97M-V/def2-TZVPD

The geometry in XYZ format:
```
14
Properties=species:S:1:pos:R:3
C -0.237 1.963 0.080
C -1.530 1.534 0.139
C 0.660 0.856 -0.052
C 0.098 -0.303 0.080
C -1.630 0.111 0.072
C 0.667 -1.707 0.059
O 2.096 -1.653 0.155
S -2.842 -0.941 0.307
H 0.135 3.005 0.093
H -2.410 2.215 0.261
H 1.722 0.968 -0.355
H 0.436 -2.244 -0.966
H 0.203 -2.355 0.764
H 2.631 -1.448 -0.640
```

As for the HOMO-LUMO gap: 7.3 eV. The total energy is -705.5450 a.u. Its total charge is 0. The SMILES is OCC1=CC=CC1=S. The spin multiplicity is 1. The energy above the lowest of the compared OMol25 structures with the same formula, charge and spin comes out at 51.0 kcal per mole.

# 6
C15H11BrClGaIN4O4 | ωB97M-V/def2-TZVPD

The geometry in XYZ format:
```
38
Properties=species:S:1:pos:R:3
Ga 0.552 0.086 -0.832
N -0.475 1.682 -0.185
N 0.279 2.807 -0.592
C 1.270 2.576 -1.629
O 1.803 3.565 -2.037
O 1.433 1.287 -1.966
H -1.409 1.680 -0.586
H -0.537 1.759 0.827
H -0.281 3.633 -0.762
Cl 3.060 -1.899 5.128
C 1.909 -1.605 3.881
C 1.110 -2.647 3.482
C 0.446 -2.552 2.231
I -0.692 -4.174 1.603
C 0.603 -1.457 1.430
O 0.165 -1.424 0.162
C 1.396 -0.393 1.883
N 1.721 0.581 0.975
C 2.507 1.580 1.316
C 3.056 1.675 2.609
C 2.820 0.691 3.519
C 2.014 -0.402 3.145
H 1.024 -3.497 4.123
H 2.756 2.314 0.546
H 3.656 2.532 2.877
H 3.296 0.744 4.499
O -4.712 -1.406 -4.041
C -3.608 -1.022 -3.382
C -3.313 -1.451 -2.074
C -2.097 -1.056 -1.564
N -1.213 -0.259 -2.205
C -1.580 0.194 -3.438
Br -0.327 1.261 -4.327
C -2.744 -0.179 -4.057
H -5.223 -2.030 -3.493
H -3.925 -2.088 -1.452
H -1.712 -1.332 -0.580
H -3.025 0.227 -5.032
```

As for the HOMO-LUMO gap: 7.7 eV. The total energy is -6354.7586 a.u. Its total charge is +1. The spin multiplicity is 1. The energy above the lowest of the compared OMol25 structures with the same formula, charge and spin comes out at 16.4 kcal per mole.

# 7
C20H31BNO | ωB97M-V/def2-TZVPD

The geometry in XYZ format:
```
54
Properties=species:S:1:pos:R:3
C 3.398 5.514 -0.532
O 4.014 4.667 0.447
C 5.139 4.058 0.139
C 5.360 2.774 0.707
C 6.174 1.840 0.020
C 6.294 0.546 0.496
C 5.690 0.165 1.705
C 5.889 -1.223 2.237
C 4.898 1.098 2.397
C 4.743 2.389 1.930
H 2.554 5.986 -0.021
H 4.100 6.278 -0.902
H 3.054 4.898 -1.372
H 5.680 4.415 -0.746
H 6.673 2.178 -0.889
H 6.848 -0.204 -0.073
H 5.331 -1.370 3.169
H 5.548 -1.972 1.512
H 6.946 -1.433 2.434
H 4.374 0.791 3.306
H 4.143 3.133 2.460
C 6.527 9.114 -0.335
C 5.893 8.480 0.884
N 6.910 7.779 1.773
C 8.027 8.724 2.079
C 7.704 9.937 2.681
C 8.741 10.800 3.072
C 10.076 10.459 2.812
C 10.370 9.266 2.151
C 9.337 8.390 1.787
C 6.220 7.447 3.105
C 7.223 6.890 4.097
C 5.071 6.479 2.934
B 7.418 6.437 1.018
H 6.427 5.729 0.743
H 5.722 9.538 -0.943
H 7.203 9.934 -0.075
H 7.072 8.391 -0.949
H 5.379 9.223 1.503
H 5.166 7.716 0.597
H 6.657 10.208 2.864
H 8.487 11.731 3.580
H 10.879 11.131 3.124
H 11.399 8.988 1.915
H 9.576 7.449 1.279
H 5.822 8.407 3.464
H 6.683 6.594 5.002
H 7.734 6.004 3.700
H 7.974 7.628 4.395
H 4.566 6.385 3.906
H 4.315 6.812 2.216
H 5.419 5.476 2.649
H 8.009 6.709 -0.007
H 8.176 5.813 1.742
```

As for the HOMO-LUMO gap: 6.9 eV. The total energy is -935.2453 a.u. Its total charge is +1. The spin multiplicity is 1. The energy above the lowest of the compared OMol25 structures with the same formula, charge and spin comes out at 0.0 kcal per mole.